Record 1
15
Properties=species:S:1:pos:R:3:forces:R:3:nbo_charge:R:1 method="wB97M-V/def2-TZVPD" homo_energy_ha=-0.4478 orbital_gap_ha=0.317 lumo_energy_ha=-0.131 relative_energy_ev=4.857 charge=+1
H 0.28610 -1.96690 -1.24408 0.2 -1.0 0.4 0.4410
N -1.30432 2.05286 -0.25319 -2.2 -1.0 0.7 -0.7907
H -2.24170 1.50976 -0.25677 2.3 1.3 -0.1 0.3953
C 1.20811 -1.21334 0.60895 -1.5 1.9 0.6 -0.1973
N 0.67292 -1.15338 -0.79242 -1.4 2.2 -1.9 -0.5201
H -0.27319 0.15146 1.97764 0.4 -0.5 -0.6 0.2557
C 0.18875 -0.12142 1.01662 -0.5 0.4 0.5 -0.3488
H 0.77825 1.38205 -0.59652 1.8 1.5 -1.1 0.2205
H 1.00690 -2.21046 0.84735 -0.4 -1.4 1.4 0.2160
H -1.46771 2.93013 0.30551 1.3 -1.4 -0.8 0.4349
H 1.19112 -0.70473 -1.57594 -0.1 0.1 1.0 0.4439
H 2.18200 -0.94479 0.86222 2.1 0.1 -0.6 0.2373
C -0.52521 -0.26794 -0.24333 2.0 1.2 -0.7 -0.0702
H -1.49436 -0.65391 -0.27604 -1.5 -0.7 -1.0 0.2297
C -0.20764 1.21060 -0.38001 -2.5 -2.5 2.2 0.0528

***

Record 2
15
Properties=species:S:1:pos:R:3:forces:R:3:nbo_charge:R:1 method="wB97M-V/def2-TZVPD" homo_energy_ha=-0.3844 orbital_gap_ha=0.414 smiles=C[C@H]1N[C@H]1C#N.O lumo_energy_ha=0.030 relative_energy_ev=2.804
H 1.24970 -0.71137 -0.94329 -0.6 0.1 -0.4 0.2252
C -0.77970 0.66471 0.02173 0.2 -2.2 0.9 0.2803
H 1.75421 -2.18724 -0.43899 -0.4 -0.7 0.1 0.2282
O 0.86305 4.52633 0.71907 -0.4 -0.5 -0.9 -0.9494
H -2.23472 -0.76602 0.29021 -0.1 -0.4 0.2 0.2387
C -0.39736 -1.90196 -0.18613 -0.1 1.2 1.3 -0.0532
N -0.50937 1.75663 -0.13987 0.3 1.5 -0.4 -0.3381
H 0.71991 3.91873 -0.04746 0.1 0.6 1.0 0.4838
H -0.03226 4.80520 0.96246 0.3 -0.2 -0.1 0.4662
N -0.46412 -1.66653 1.32075 -2.4 0.2 -3.0 -0.5137
H -1.06798 -2.62583 -0.57908 -0.2 -1.0 0.2 0.2101
C -1.15543 -0.72133 0.29868 0.1 -0.1 0.6 -0.2054
H 0.81347 -2.14354 -1.92017 0.0 0.0 -0.5 0.2318
C 0.87690 -1.74505 -0.92538 1.6 0.7 0.5 -0.6507
H 0.36372 -1.20273 1.56746 1.7 0.7 0.5 0.3462

***

Record 3
121
Properties=species:S:1:pos:R:3:forces:R:3:mulliken_charge:R:1 method="wB97M-V/def2-TZVPD" homo_energy_ha=-0.3546 orbital_gap_ha=0.293 smiles="O=C1C=C(O)C(=O)C=C1O.O=C1C=C(O)C(=O)C=C1O.O=C1C=C(O)C(=O)C=C1O.O=C1C=C(O)C(=O)C=C1O.O=C1C=C(O)C(=O)C=C1O.O=C1C=C(O)C(=O)C=C1O.O=C1C=C(O)C(=O)C=C1O.CCC[C@@H](C)COC=O" lumo_energy_ha=-0.062
O -3.33773 -3.19694 -1.80040 -0.3 0.3 -0.9 -0.5039
H -0.46512 -2.80353 -2.32167 -0.1 -0.1 -0.4 0.2820
H -5.23141 2.73091 -2.44872 0.0 0.0 0.0 0.4608
C -4.91209 0.65830 -3.02673 -0.1 0.3 0.0 0.6066
H 4.02237 5.24233 -10.68924 0.0 0.0 0.0 0.4338
H 4.58695 8.62104 -7.96878 0.0 0.0 0.0 0.3675
H -7.91209 3.09952 -4.80588 0.0 0.0 0.0 0.3674
C 0.16088 3.07865 -5.08112 0.0 0.1 0.0 0.2886
C -3.10240 -3.20286 -0.63095 -0.1 -0.3 0.4 -0.0418
H -0.14403 2.17685 4.96257 -0.1 -0.1 0.1 0.1555
O 3.17478 3.18634 -9.22823 0.0 0.0 0.1 -0.6049
C -1.60482 4.92127 5.30568 -0.1 0.1 0.0 -0.8812
H 3.07433 -2.51592 -0.50987 0.0 0.1 -0.2 0.3225
H -6.71196 -1.04680 -5.48491 0.0 0.0 0.0 0.4627
H -3.91590 -0.97084 1.99021 0.0 0.0 0.0 0.4560
O -0.62538 0.04700 4.83876 -0.1 0.1 -0.2 -0.3432
H -2.03530 -0.44604 0.27925 0.0 -0.2 0.1 0.3521
C 3.88437 5.38800 -9.62743 0.0 0.1 -0.1 -0.9055
O -7.24130 3.25960 -4.11257 0.0 0.0 0.0 -0.5868
C -1.98163 -1.13236 -0.56776 0.3 0.2 -0.2 -0.0844
H -0.97218 7.72411 7.64019 0.0 0.0 0.0 0.3683
C 0.95624 -2.50719 0.01456 0.4 0.1 0.2 -0.1641
C 2.48824 0.23228 3.82011 0.0 0.1 0.1 0.1791
O -2.11895 0.80493 2.75988 0.1 -0.1 0.0 -0.5769
O 2.86845 -0.81898 7.17466 0.1 -0.1 0.1 -0.6872
C -0.33594 6.04072 7.20501 0.1 0.0 0.1 0.3460
C -1.48205 -0.74530 4.48517 0.1 -0.3 0.2 0.7998
C -6.37586 -0.26403 -4.81994 -0.1 0.0 -0.1 -0.8303
C 3.02120 -9.07699 5.30110 0.1 0.2 0.3 1.1088
O 4.55279 7.64997 -9.72750 0.0 0.1 0.1 -0.6240
C 3.00810 -0.99558 3.12055 0.1 -0.2 0.1 1.0778
C -0.20891 2.57008 -7.40206 0.0 0.2 0.2 1.1812
H 2.89473 2.68885 -8.43601 0.0 0.0 0.0 0.3053
C -1.70439 -2.01606 5.14398 0.1 0.1 0.0 -1.2671
H 3.45061 6.07087 -5.71082 0.0 0.0 0.0 0.4542
C -2.64677 -2.84582 4.67633 0.1 -0.1 0.1 0.3271
C 0.44226 0.68718 -5.90152 0.1 0.0 0.1 -1.1312
H 1.97400 -3.08078 -1.81922 0.2 0.1 0.0 0.3286
O 2.98570 -1.00127 1.90372 0.0 0.2 -0.1 -0.6453
C -6.58089 2.12039 -3.97377 0.1 0.1 0.1 0.4219
C -2.34901 -0.38338 3.30082 -0.1 0.0 -0.1 0.2923
H 0.28885 -1.39318 -3.15962 0.1 -0.3 0.0 0.4279
O -3.99701 0.43196 -2.25648 -0.1 -0.1 -0.2 -0.3753
C -0.56933 -1.75361 -2.59035 0.0 0.6 0.6 -1.7957
O -2.15143 7.05504 6.15402 0.0 0.1 0.1 -0.6205
C -5.36732 -0.44824 -3.95195 0.0 -0.2 -0.1 0.3999
H 0.50381 3.29502 -3.27559 0.0 0.0 0.0 0.3540
O -2.18546 -2.46558 -0.02091 -0.2 0.3 0.5 -0.1192
C 2.89250 -0.78811 5.95782 -0.1 0.3 -0.1 1.1890
O 3.16453 -10.27316 5.47540 0.0 -0.1 -0.1 -0.6274
C -0.66725 -0.92660 -1.29616 0.2 0.0 -0.3 1.2228
C 3.48881 -2.10254 3.92522 0.1 0.0 -0.1 -1.0502
C 0.58258 -1.07767 -0.41835 0.1 0.0 -0.4 -1.0454
H 2.32182 -4.10607 -0.43944 0.1 0.0 0.0 0.4054
O 3.26356 -5.78034 6.85306 -0.1 0.0 -0.1 -0.5594
C 3.57813 5.92969 -6.77480 -0.1 -0.1 0.1 -1.1584
O -0.84194 2.79680 4.66356 0.2 0.1 0.1 -0.2662
H -3.63348 -4.41205 4.67233 0.0 0.0 0.0 0.3644
O -4.72527 -1.60252 -3.85928 0.0 0.2 0.0 -0.5796
O -4.31138 -3.32601 3.11872 0.0 -0.1 0.0 -0.6743
O 3.84446 -2.96977 6.07959 0.0 0.0 0.2 -0.6585
H -1.08903 -2.25734 5.99929 0.0 0.0 0.0 0.5376
H 2.02843 -7.02109 2.65078 0.0 0.0 0.0 0.4797
C 0.48782 4.99183 7.33852 0.1 -0.1 0.0 -1.1672
C 3.26876 4.63016 -7.33222 0.0 0.2 0.2 1.0900
C -3.29038 -1.21732 2.83635 -0.1 -0.1 0.0 -0.5850
O -0.47415 2.86735 -8.55354 0.0 -0.1 -0.1 -0.6945
H 1.41962 -0.70158 -1.01878 0.0 0.1 0.1 0.5855
H -2.38996 4.95579 4.56373 0.0 0.0 0.0 0.4691
C -7.05136 1.01347 -4.88329 0.1 -0.3 0.0 1.0944
O 0.03196 0.33359 -8.18798 0.0 0.1 0.0 -0.6089
H 1.28222 4.96390 8.07056 0.0 0.0 0.0 0.4608
H 2.21770 0.85742 2.09342 0.0 0.0 0.0 0.3237
H 0.67317 -0.34799 -5.69262 0.0 0.0 0.0 0.4877
C 3.26188 -8.06750 6.31140 0.0 -0.2 0.0 -0.9504
C 2.35889 -7.34594 3.62730 0.0 0.1 0.0 -1.2456
C -0.77854 3.87423 5.43510 -0.1 0.1 -0.2 0.0361
O 2.39252 -5.14648 4.49027 0.0 0.1 -0.1 -0.4278
O -7.98182 1.26730 -5.62653 0.0 0.1 0.0 -0.6310
C 3.05889 -6.77709 6.00814 0.1 0.0 0.2 0.3357
C 2.56814 -8.63496 3.92950 -0.1 0.1 -0.1 0.4275
H -4.04409 -1.55289 -3.16224 0.0 -0.1 0.1 0.2123
O -0.25498 7.13462 7.94627 0.0 0.0 0.0 -0.5738
H -2.81410 -0.91294 -1.22952 0.1 -0.1 0.1 -0.0824
O 0.23106 3.86765 -4.01905 0.0 0.0 0.0 -0.6331
C -3.49281 -2.49904 3.47739 0.0 0.2 -0.2 1.0571
C 2.57485 -6.33970 4.64644 -0.1 -0.1 -0.2 0.9721
O 2.39612 -9.62665 3.06907 0.0 0.0 0.0 -0.5809
C 4.00589 6.90554 -7.58848 0.0 0.0 0.2 0.4335
C 0.31338 3.84018 6.47852 0.1 0.1 0.2 0.9231
O 2.07233 1.19510 2.99896 0.0 -0.1 0.0 -0.6859
O 0.99437 2.83313 6.54091 -0.1 0.0 -0.1 -0.4896
H -0.22757 0.91032 -8.93355 0.0 0.0 0.0 0.3622
H -1.46322 -1.57921 -3.19036 0.0 -0.3 0.0 0.3199
O -2.91533 -4.02642 5.21178 0.0 0.0 0.0 -0.5927
H 2.04078 1.20077 5.65930 0.1 -0.1 0.0 0.6356
C 0.50192 1.63600 -4.80668 0.0 -0.3 -0.2 1.2201
H -3.67360 -3.82796 0.06546 0.3 -0.2 0.2 0.3853
C 3.45982 4.41200 -8.81343 0.0 0.0 -0.2 0.3277
C -1.44741 6.06340 6.18437 -0.1 -0.2 -0.2 1.0901
H 0.13326 -3.21360 -0.08226 -0.2 0.2 0.0 0.3890
C -5.57652 1.94433 -3.10456 0.0 0.0 0.0 -1.2480
C 0.10836 1.12121 -7.12419 0.0 -0.2 0.0 0.3644
C 2.43335 0.32816 5.15380 0.1 0.1 0.1 -0.7772
O 0.80673 1.34419 -3.66472 0.0 0.1 0.1 -0.6749
H 3.68997 -2.62982 6.98508 0.0 0.1 0.0 0.3443
H 1.23200 -2.48353 1.07067 -0.2 -0.1 0.0 0.1420
O 4.31299 8.12395 -7.17265 0.0 0.0 -0.1 -0.5807
C 3.43606 -2.00624 5.25722 0.0 -0.1 -0.2 0.3100
H 0.51517 -0.39640 0.43654 -0.1 -0.1 0.1 0.0715
H 3.60552 -8.39160 7.28330 0.0 0.0 0.0 0.4487
H 3.06864 -4.95511 6.35860 0.1 0.0 0.0 0.3028
O 2.85770 3.68670 -6.67974 0.0 -0.2 -0.1 -0.5542
C 2.16403 -3.06679 -0.74452 -0.4 -0.4 0.2 -1.4989
H 2.61364 -10.44660 3.55523 0.0 0.0 0.0 0.3666
H -0.69135 0.12524 -1.61186 -0.1 0.0 0.1 0.3221
H -1.41707 1.24104 3.27743 0.0 0.1 0.0 0.2890
H 3.86495 -2.97870 3.41701 0.0 0.0 0.0 0.4464
C -0.17358 3.50920 -6.30361 -0.2 0.1 -0.1 -0.9732
H -0.40942 4.54330 -6.51223 0.0 0.0 0.0 0.4693
C 4.17467 6.69579 -9.07445 0.0 -0.2 -0.2 1.0210

***

Record 4
11
Properties=species:S:1:pos:R:3:forces:R:3:nbo_charge:R:1 method="wB97M-V/def2-TZVPD" homo_energy_ha="-0.3140 / -0.3140" orbital_gap_ha="0.303 / 0.303" smiles="C=O.C=S.O" lumo_energy_ha="-0.011 / -0.011" relative_energy_ev=2.549
H -2.52167 -2.66618 -0.09267 -0.8 0.0 0.0 0.4750
C 2.40652 2.55461 1.76576 -1.0 1.9 0.2 0.2739
H -1.13556 0.18418 -1.44284 0.1 0.4 -0.4 0.1623
O -1.76422 -2.31284 -0.54170 0.4 0.6 -1.5 -0.9420
H -1.20709 1.77678 -0.50906 0.0 0.4 0.1 0.1980
H -2.03962 -1.70361 -1.27646 -0.1 -1.2 1.3 0.4691
C -0.93283 0.73731 -0.53099 -0.1 -1.0 0.2 -0.4836
S -0.37742 -0.11973 0.70063 0.4 0.8 0.3 0.1226
H 2.31882 1.66495 1.19965 0.2 -1.4 -0.6 0.1154
H 3.03683 2.56802 2.66606 0.1 0.0 0.0 0.1093
O 1.75760 3.52212 1.42747 0.6 -0.5 0.4 -0.4999

***

Record 5
58
Properties=species:S:1:pos:R:3:forces:R:3:nbo_charge:R:1 method="wB97M-V/def2-TZVPD" homo_energy_ha=-0.3504 orbital_gap_ha=0.342 smiles="CCOC(=O)CCS(=O)(=O)c1ccc(-c2ccc(S(=O)(=O)CCC(=O)OCC)cc2)cc1" lumo_energy_ha=-0.008 relative_energy_ev=0.002
O 5.02290 3.15011 0.02351 -0.2 0.1 -0.3 -0.9374
H -0.91367 -1.52277 -1.93416 0.0 0.1 0.1 0.1911
H -4.06768 1.23894 -2.03684 0.0 -0.1 -0.1 0.2496
C 3.79920 -0.05012 -1.82277 -0.1 -0.2 0.1 -0.5210
C 0.60259 1.25493 1.13043 0.0 0.2 -0.1 -0.1450
C -3.55108 1.46062 -1.11614 -0.1 0.0 -0.2 -0.1895
O 4.72209 -1.62302 -0.33852 0.4 0.1 -0.2 -0.5048
S -5.95597 0.87867 0.06405 -0.3 -0.2 0.3 2.1742
C -4.26650 1.47116 0.06481 -0.6 -0.2 0.0 -0.3379
S 4.46703 1.82781 0.12989 0.4 0.4 -0.3 2.1676
C -4.91333 -1.62631 -0.25717 0.2 0.0 0.0 -0.5386
C -3.43403 -1.43416 0.03349 -0.2 -0.1 0.1 0.8162
H 2.84009 0.43296 -2.01731 0.1 -0.1 0.0 0.2412
H -5.11784 -2.69706 -0.16842 0.0 0.1 0.0 0.2522
C 4.86076 0.96401 -1.44483 -0.4 0.3 0.6 -0.6357
H 5.82245 0.48975 -1.26712 0.1 0.1 0.1 0.2628
H -6.79771 -1.22226 0.75219 -0.1 0.1 0.0 0.2543
H -4.26455 1.80345 2.16536 0.0 0.0 0.2 0.2396
C -0.08071 2.00908 0.17675 0.3 0.0 0.1 -0.0624
O 4.90429 1.00705 1.22714 -0.3 -0.3 0.0 -0.9532
H 4.82095 -1.08830 2.19596 0.0 0.0 0.1 0.2450
C 3.57940 -1.09926 -0.74253 -0.4 0.1 -0.5 0.8117
H 4.10972 -0.57682 -2.73020 0.0 0.0 0.0 0.2497
H -1.03210 -2.89481 0.79974 0.0 0.0 0.1 0.2186
C 2.67872 1.94233 0.18262 0.6 -0.1 0.0 -0.3391
C -0.64710 -2.80894 -0.21304 -0.3 0.2 -0.1 -0.6457
C -1.27344 -1.61195 -0.90813 0.5 0.0 0.3 -0.0733
H -5.34666 -0.76455 1.68439 0.0 0.0 0.1 0.2568
C 2.02324 2.72756 -0.74755 0.0 0.1 -0.1 -0.1893
C -2.19222 1.71247 -1.08475 0.0 0.1 0.2 -0.2216
H -1.04252 -0.69882 -0.35344 0.0 -0.1 -0.2 0.1966
C 4.68121 -2.61458 0.69608 -0.2 -0.3 0.4 -0.0693
C -5.78541 -0.83290 0.69244 0.2 0.8 -0.3 -0.6405
H 3.21942 -1.82942 2.06879 0.0 0.0 0.1 0.2184
H -1.81178 2.21836 2.24087 0.0 0.0 0.1 0.2244
C 0.64070 2.75577 -0.75401 0.1 0.0 0.0 -0.1987
H 4.96232 1.74288 -2.19533 0.0 0.1 0.0 0.2467
H -0.86441 -3.72536 -0.75604 0.0 -0.1 0.0 0.2060
H 0.42728 -2.65569 -0.17143 0.1 0.0 0.0 0.2450
O -6.41982 0.80410 -1.29707 0.3 -0.1 -0.2 -0.9516
C -1.54985 1.94052 0.13171 -0.3 0.0 -0.1 0.0550
H -1.61402 1.67293 -1.99590 0.1 0.0 -0.1 0.2212
H 0.04434 0.67102 1.84599 -0.1 -0.1 0.1 0.2231
C -2.30234 2.00384 1.30405 -0.1 0.0 -0.1 -0.2150
H 0.11426 3.36489 -1.47335 0.0 0.1 -0.1 0.2235
O 2.48609 -1.43127 -0.35733 0.0 -0.1 0.1 -0.6174
C -3.66414 1.77466 1.27028 0.0 0.1 0.1 -0.1499
H 2.53778 0.63337 1.84629 0.0 -0.1 0.1 0.2483
H -5.12229 -1.33199 -1.28710 0.0 -0.2 0.0 0.2606
H 3.98149 -3.40329 0.39838 0.2 0.1 0.0 0.1898
O -2.69826 -1.72825 -1.03295 -0.1 -0.2 -0.3 -0.5083
H 2.60016 3.30994 -1.44922 0.0 0.1 -0.1 0.2345
O -6.74194 1.62790 1.00604 0.2 0.0 0.3 -0.9367
C 1.98384 1.21741 1.12968 0.1 0.0 0.1 -0.1799
H 5.69769 -3.01081 0.72149 -0.1 0.0 0.0 0.1949
O -2.98806 -1.07891 1.09431 0.1 -0.2 0.1 -0.6218
C 4.28835 -2.02418 2.04184 0.1 0.0 -0.3 -0.6509
H 4.54108 -2.72269 2.83408 0.0 -0.1 0.1 0.2164

***

Record 6
15
Properties=species:S:1:pos:R:3:forces:R:3:nbo_charge:R:1 method="wB97M-V/def2-TZVPD" homo_energy_ha=-0.1365 orbital_gap_ha=0.253 lumo_energy_ha=0.117 relative_energy_ev=1.432 charge=-1
O -1.26689 -0.95454 -0.12409 0.5 -0.3 -0.1 -0.9139
H 0.49186 -2.83103 0.93300 -1.3 -1.1 0.0 0.4309
C 0.10477 1.22029 0.60201 -0.1 1.3 1.4 -0.4119
S 0.84316 2.97463 0.96419 -1.3 -0.8 -0.3 -0.1993
H -0.83787 -2.27293 0.49820 -0.3 -1.0 0.1 0.5058
H 0.27622 0.78206 1.59245 0.3 -0.8 -0.8 0.2112
H -0.50004 -0.68113 -2.06175 0.1 -0.2 0.7 0.0905
H -1.02360 1.37952 0.60162 1.6 -0.4 -0.5 0.2355
H 1.57671 0.46507 -1.08652 0.4 0.3 1.4 0.1983
C -0.22911 -0.71994 -0.95437 0.8 0.8 -0.8 0.0037
O -0.42881 -3.21290 0.83581 1.4 2.1 -0.1 -1.0429
H -0.44957 3.18919 1.27360 0.5 1.0 0.3 0.1252
H 0.65566 -1.41262 -0.91139 -0.7 -0.5 0.2 0.0822
C 0.56711 0.65612 -0.70149 -2.0 0.1 -2.1 -0.4914
H 0.22039 1.41823 -1.46126 0.0 -0.6 0.6 0.1761